This record from OMol25 describes the molecule C4H3NO2 in a non-equilibrium geometry. The level of theory is wB97M-V/def2-TZVPD.

The geometry in XYZ format:
```
10
Properties=species:S:1:pos:R:3:forces:R:3
C 1.37986 -0.51578 -0.24841 -0.048 -3.950 0.181
C 0.03473 -0.12028 0.20485 -2.732 1.318 -1.769
C -0.45302 1.28255 -0.20444 -9.224 -0.508 2.079
C -1.10200 -1.01554 0.01682 -5.448 -4.094 -2.073
H 1.42749 -1.59656 -0.55896 -0.288 0.531 -0.454
H -0.06649 -0.00022 1.23758 0.974 0.452 2.243
H 0.25583 1.99551 -0.04101 2.021 2.531 -0.488
N -2.11571 -1.64408 -0.18226 5.640 3.250 1.227
O 2.40235 0.03990 -0.08161 1.195 2.106 0.143
O -1.76304 1.57451 -0.14257 7.912 -1.637 -1.089
```
Positions in Å, forces in eV/Å.

The net charge is 0. The SMILES is N#CC(C=O)C=O. The value obtained for the strongest force on any atom is 9.5 eV/Å. The HOMO energy comes out at -10.980 eV. The energy relative to the best compared isomer or geometry (same formula, charge and spin) is 3.420 eV. For the frontier orbital gap, the calculation gives 10.091 eV.

Atomic partial charges in e from the Mulliken method, atoms 1 to 8: -0.064 0.585 -0.150 -0.034 0.328 0.200 0.408 -0.429